DFT (the ωB97M-V functional and the def2-TZVPD basis) results for an isolated molecule of C5H7BO in a non-equilibrium geometry.

Computed properties:
Kohn-Sham gap in eV: 9.075
Total charge: 0
SMILES: OB1C=CC=CC1
Energy in hartree: -294.80195

The geometry in XYZ format:
```
14
C5H7BO, DFT the ωB97M-V functional and the def2-TZVPD basis
O -2.57294 -0.01837 -0.01477
B -1.23036 -0.06663 -0.03353
C -0.60690 -1.37534 -0.08846
C 0.73673 -1.50812 0.00370
C 1.64954 -0.39083 -0.03534
C 1.29077 0.91265 0.03506
C -0.18214 1.34153 -0.03265
H -3.01057 0.75155 0.35859
H -1.28530 -2.29359 0.08241
H 1.28878 -2.42447 0.02829
H 2.65433 -0.48886 0.14818
H 2.00848 1.77066 -0.06635
H -0.37842 1.66146 -1.16112
H -0.36199 2.12834 0.77599
```

DFT (the ωB97M-V functional and the def2-TZVPD basis) results for a cluster of 2 separate species, C5H7BS in total in a non-equilibrium geometry.

Computed properties:
Kohn-Sham gap in eV: 8.285
Total charge: 0
SMILES: b1ccccc1.S
Energy in hartree: -617.65346

The geometry in XYZ format:
```
14
C5H7BS, DFT the ωB97M-V functional and the def2-TZVPD basis
B 0.08523 0.09574 0.27031
C 0.54856 -0.46278 -0.99433
C 1.12725 0.65790 -1.67777
C 1.26770 1.91513 -1.15228
C 0.86916 2.23727 0.15807
C 0.28485 1.34182 1.01297
H 0.50695 -1.49048 -1.28522
H 1.56065 0.63791 -2.73725
H 1.79351 2.79358 -1.58891
H 1.03423 3.23122 0.46759
H 0.04409 1.76254 1.96498
S -2.58682 -4.03217 1.56000
H -2.74612 -4.80688 2.60671
H -3.78925 -3.88080 1.39513
```